{"formula": "C4H35N2O13", "method": "ωB97M-V/def2-TZVPD", "homo_ev": -12.959, "total_charge": 1, "e_above_lowest_kcal_mol": 23.3, "e_lumo_ha": -0.0800, "homo_lumo_gap_ev": 10.783, "elements": ["C", "C", "C", "C", "N", "O", "N", "H", "H", "H", "H", "H", "H", "H", "H", "H", "H", "H", "H", "H", "O", "H", "H", "O", "H", "H", "O", "H", "H", "O", "H", "H", "O", "H", "H", "O", "H", "H", "O", "H", "H", "O", "H", "H", "O", "H", "H", "O", "H", "H", "O", "H", "H", "O"], "coordinates": [[2.21554, -0.14448, 2.26394], [1.34688, -0.85239, 3.31470], [0.06160, -1.38157, 2.64305], [-1.00279, -0.37341, 2.40063], [-1.88342, -0.13906, 3.40470], [-1.00554, 0.37650, 1.42417], [1.58415, 0.83379, 1.33926], [2.69693, -0.85720, 1.61000], [3.09306, 0.27531, 2.76584], [1.09748, -0.16696, 4.12512], [1.89786, -1.71415, 3.67988], [-0.26207, -2.37883, 2.96037], [0.37991, -1.82998, 1.71069], [-2.74565, 0.33712, 3.20861], [-1.69666, -0.45672, 4.34034], [1.09480, 1.58438, 1.82825], [2.29116, 1.27994, 0.76459], [0.86992, 0.33479, 0.79104], [-2.62808, 0.29153, -1.58395], [-2.36205, 1.13802, -0.23921], [-2.76109, 0.35146, -0.62016], [-2.94026, 0.85297, -3.76346], [-3.84309, -0.34646, -3.43815], [-2.93779, -0.02190, -3.36138], [-0.87306, -4.28875, 1.23365], [0.41795, -4.85854, 0.77243], [0.07555, -4.09489, 1.25452], [1.68572, -1.32061, -1.05131], [0.99692, -2.22706, 0.05015], [1.61834, -1.50348, -0.10107], [1.50479, 3.13046, -0.90591], [1.94659, 4.50928, -0.64439], [1.46345, 3.80879, -0.18421], [-3.82819, -1.72927, 1.09232], [-2.64511, -1.09914, 0.53414], [-2.90612, -1.96339, 0.92372], [-1.12845, 2.69353, -3.50054], [-1.30091, 2.38102, -1.94847], [-1.15833, 1.99765, -2.84057], [0.28728, 1.30872, -2.02702], [1.81283, 1.29550, -1.88296], [0.99025, 1.56381, -1.40500], [0.89561, -0.93707, -2.56727], [1.76386, -1.71035, -3.55474], [1.82176, -1.08540, -2.82307], [-1.50430, 3.82525, 0.17084], [-0.15453, 3.61699, -0.60312], [-1.10472, 3.39754, -0.59116], [-1.88842, -1.86994, -1.86224], [-0.99729, -1.88489, -0.57621], [-0.99637, -1.99558, -1.52929], [3.24882, 0.12152, -1.89500], [3.86768, 0.89517, -3.00048], [3.52761, 1.03045, -2.10663]], "atomic_forces_ev_per_a": [[1.8, -0.5, 0.9], [-1.0, 0.5, -1.1], [0.7, -1.8, -0.5], [-0.4, 1.4, 0.9], [0.3, -0.5, 0.1], [0.1, -0.7, -0.3], [0.0, 0.1, 1.2], [-0.4, -0.4, -0.1], [-0.4, 0.7, 0.0], [0.2, -0.1, 0.2], [0.2, 0.2, 0.2], [-0.5, 0.7, 1.4], [0.0, 0.9, -0.6], [0.1, 0.3, 0.1], [-0.3, -0.4, -0.1], [0.0, 0.0, -0.1], [-0.1, -0.1, -0.4], [0.1, 0.3, -0.5], [0.0, 0.4, 0.1], [0.3, 0.0, -0.3], [-0.5, -0.3, 0.2], [0.2, 0.0, 0.1], [0.0, 0.0, -0.1], [-0.3, -0.4, 0.0], [0.0, 0.4, 0.1], [0.3, 0.1, 0.1], [-0.3, -0.4, -0.4], [-0.1, -0.7, 0.2], [0.2, -0.2, -0.5], [0.1, 0.2, 0.1], [-0.3, -0.3, 0.7], [0.0, 0.5, 0.6], [0.9, 0.0, -1.2], [-0.1, -0.6, 0.2], [0.2, -0.3, -0.3], [-0.1, 0.8, 0.0], [0.1, 0.3, 0.3], [-0.2, 0.6, -0.5], [-0.3, -0.7, -0.2], [-0.3, 0.5, 0.0], [-0.3, 0.4, 0.3], [0.9, -1.0, -0.5], [-0.2, -0.1, -0.3], [0.1, -0.1, 0.1], [-0.4, 0.1, -0.1], [0.1, 0.1, -0.1], [-0.2, 0.3, 0.6], [-0.6, -0.2, -0.1], [-0.1, 0.1, 0.3], [-0.6, 0.1, 0.0], [0.9, -0.1, -0.6], [0.3, 0.2, 0.0], [0.1, 0.3, 0.0], [0.1, -0.7, 0.0]]}